Entry 1:
{
  "formula": "C5H39N2O12S",
  "method": "ωB97M-V with the def2-TZVPD basis set",
  "symbols": ["C", "N", "C", "C", "S", "C", "N", "C", "H", "H", "H", "H", "H", "H", "H", "H", "H", "H", "H", "H", "H", "H", "H", "H", "H", "O", "H", "H", "O", "H", "H", "O", "H", "H", "O", "H", "H", "O", "H", "H", "O", "H", "H", "O", "H", "H", "O", "H", "H", "O", "H", "H", "O", "H", "H", "O", "H", "H", "O"],
  "coordinates": [[0.262226, -0.322161, 1.012293], [0.153515, 0.889945, 0.149467], [-1.187374, 1.171867, -0.334673], [-1.025870, 1.701765, -1.805404], [-0.258787, 3.339135, -1.807779], [0.192960, -1.655836, 0.261631], [1.606726, -2.014276, -0.104973], [-0.479756, -2.703996, 1.240925], [-0.506087, -0.195275, 1.780825], [1.149873, -0.185677, 1.653407], [0.853211, 0.760479, -0.569102], [-1.597396, 1.906063, 0.359110], [-1.875374, 0.328738, -0.480087], [-1.945341, 1.943681, -2.323111], [-0.399201, 1.013899, -2.348756], [1.040297, 3.001246, -1.493044], [-0.401806, -1.582364, -0.634756], [2.047519, -1.319952, -0.772778], [2.096645, -1.945620, 0.799131], [1.632683, -2.939179, -0.524333], [-0.332465, -3.744908, 0.950853], [0.070671, -2.507625, 2.150335], [-1.529209, -2.443708, 1.159658], [1.310220, 3.592101, 1.604711], [1.179025, 2.276117, 0.912696], [1.858421, 2.962236, 1.104382], [1.389591, -0.753443, -5.011854], [0.847408, -1.969520, -4.179048], [1.598360, -1.399860, -4.331689], [-3.564517, -1.144521, 2.374450], [-3.981460, -1.045766, 3.791726], [-3.184187, -1.000323, 3.258487], [1.892665, -0.576641, -2.812638], [2.714488, 0.349571, -1.586655], [1.948720, -0.086334, -1.972295], [-4.189602, -0.002224, 0.679933], [-5.201029, -1.050318, 0.296924], [-4.349743, -0.966823, 0.754675], [3.248005, 1.878991, 1.360444], [4.813882, 1.934956, 1.498327], [4.066150, 1.331812, 1.314813], [4.057014, -0.884515, 1.773339], [3.673551, -1.862534, 2.948611], [3.410949, -1.538783, 2.076829], [-3.152175, -1.737096, -0.342423], [-3.231901, -2.874450, -1.428446], [-2.624176, -2.276115, -0.972924], [5.191389, -0.535592, -0.995679], [4.395407, 0.428934, -0.131474], [4.277287, -0.381422, -0.692999], [-2.035299, 2.189713, 3.828288], [-1.877229, 0.641293, 3.749457], [-1.723253, 1.477827, 3.252299], [-1.207020, -2.199658, -2.304137], [-0.832553, -3.464363, -3.223968], [-0.517315, -2.632157, -2.849214], [-4.751390, 2.244896, 1.830295], [-3.376580, 1.567685, 2.302738], [-4.010803, 1.707967, 1.556845]],
  "atomic_forces_ev_per_a": [[-0.508, 1.836, 0.152], [0.735, -1.390, 1.289], [0.241, 0.624, -1.904], [0.198, 0.933, 1.700], [1.201, 0.277, -0.034], [-0.487, -0.361, 1.091], [-0.521, 0.222, 0.443], [1.659, 0.974, -1.797], [-0.386, -0.501, -0.362], [0.226, -0.550, -0.541], [-0.526, 0.128, -0.642], [-0.505, -0.050, -0.382], [0.283, -0.410, 0.664], [-0.392, -0.576, 0.044], [-0.064, -0.308, -0.397], [-0.927, 0.158, -0.176], [0.133, 0.187, -0.166], [-0.635, -0.275, 0.114], [0.776, -0.541, -0.274], [0.258, -0.088, 0.138], [-0.046, 0.057, -0.162], [-0.707, -0.265, 0.843], [0.003, -0.178, 0.860], [0.655, -0.014, -0.141], [-0.099, -0.233, -0.416], [-0.651, 0.074, 0.489], [-0.211, -0.166, -0.071], [-0.749, -0.106, 0.074], [0.927, 0.428, 0.191], [0.229, 0.052, 0.054], [0.014, -0.022, 0.429], [-0.174, -0.117, -0.112], [1.036, 0.277, -0.607], [0.883, -0.541, -1.334], [-1.701, 0.277, 1.294], [0.091, 0.155, 0.544], [0.128, -0.327, 0.291], [-0.322, 0.445, -0.873], [0.276, 0.237, 0.061], [-0.723, -0.323, -0.048], [0.603, 0.446, 0.187], [-0.114, 0.018, 0.200], [0.064, 0.232, -0.274], [-0.151, -0.260, 0.088], [-0.124, -0.345, -0.346], [-0.017, 0.226, 0.295], [-0.018, 0.024, -0.212], [-0.633, -0.202, -0.128], [-0.450, -0.542, 0.012], [1.230, 0.658, 0.248], [0.290, -0.158, 0.056], [-0.069, 0.625, -0.506], [-0.324, -0.380, 0.482], [-0.041, -0.709, -0.433], [-0.338, 0.297, 0.365], [0.382, 0.191, -0.067], [-0.095, 0.169, 0.332], [-0.456, 0.251, -0.524], [0.643, -0.542, -0.100]],
  "gap_ev": 8.68,
  "homo_energy_ev": -10.85,
  "total_charge": 1,
  "de_lowest_kj_mol": 0.0,
  "total_energy_ha": -1624.305762
}

Entry 2:
{
  "formula": "C4H9NO2",
  "method": "ωB97M-V with the def2-TZVPD basis set",
  "symbols": ["C", "C", "O", "C", "N", "C", "O", "H", "H", "H", "H", "H", "H", "H", "H", "H"],
  "coordinates": [[-2.047827, -0.752414, -0.342002], [-0.624117, -0.246558, -0.529108], [-0.718135, 1.046845, -1.086356], [0.125879, -0.239223, 0.812485], [1.589051, -0.353164, 0.720934], [2.530939, 0.486682, 0.306803], [1.951852, 1.624198, -0.165922], [-2.055559, -1.799727, -0.019878], [-2.595160, -0.672907, -1.285281], [-2.573140, -0.149554, 0.407386], [-0.087821, -0.926626, -1.212760], [0.154917, 1.462370, -1.011325], [-0.147534, 0.674103, 1.353865], [-0.196387, -1.094875, 1.414766], [1.981368, -1.211203, 1.074663], [2.711670, 2.152047, -0.438263]],
  "atomic_forces_ev_per_a": [[-0.024, -0.011, 0.009], [-0.042, -0.343, 0.131], [0.243, 0.155, -0.040], [-0.108, 0.088, 0.040], [0.427, 0.001, -0.028], [-0.461, -0.232, 0.089], [0.332, -0.127, 0.058], [0.017, 0.162, -0.056], [0.088, -0.004, 0.128], [0.083, -0.061, -0.098], [-0.062, 0.126, 0.072], [-0.175, -0.020, -0.058], [0.063, -0.098, -0.071], [0.008, 0.154, -0.104], [-0.084, 0.048, -0.031], [-0.305, 0.164, -0.041]],
  "gap_ev": 9.75,
  "homo_energy_ev": -8.94,
  "total_charge": 0,
  "de_lowest_kj_mol": 233.9,
  "total_energy_ha": -362.996466
}